(1)
The following is a DFT calculation (wB97M-V/def2-TZVPD) of a structure of composition C11H12BrClO.

For the frontier orbital gap, the calculation gives 9.724 eV. As for the LUMO energy: 0.59 eV. The calculation puts the relative energy (zero: lowest compared OMol25 entry of this formula, charge and spin) at 15.6 kcal/mol.

```
! RIJCOSX wB97M-V def2-TZVPD def2/J DEFGRID3
* xyz 0 1
C -0.725 1.053 -0.524
C 1.832 1.359 -0.627
C 3.111 1.152 -0.175
H -0.867 -1.484 -0.852
C 2.319 -0.901 0.789
H -2.098 -1.973 0.323
C 0.724 0.637 -0.237
C 3.374 -0.021 0.432
H 3.843 1.769 -0.543
C -2.001 1.403 -2.778
H 0.238 -2.498 0.951
H 1.706 2.243 -1.270
H -2.630 0.218 -0.617
H -2.852 1.007 -2.253
Cl -2.108 0.795 -4.343
C -1.254 -1.218 0.143
Br -1.708 3.368 -3.072
H -2.130 0.688 0.963
C -1.801 0.148 0.099
H 2.478 -1.884 1.108
H 4.307 -0.285 0.818
H -0.827 2.121 -0.331
H -0.285 -1.299 2.122
O -0.854 0.791 -2.019
C 0.983 -0.560 0.499
C -0.047 -1.481 1.089
*
```

Mulliken population analysis, charges in e, atoms 1 to 2:
1 C -0.1488
2 C -0.2494



(2)
The following is a DFT calculation (wB97M-V/def2-TZVPD) of a structure of composition C11H12EuN2P.

For the frontier orbital gap (spin up / spin down), the calculation gives 3.810 / 3.936 eV. As for the LUMO energy (spin up / spin down): 2.99 / 0.46 eV.

```
! RIJCOSX wB97M-V def2-TZVPD def2/J DEFGRID3
* xyz -1 8
H 2.907 0.062 5.010
H 0.199 -4.010 -0.288
H 1.940 -2.826 0.053
N 5.335 2.544 4.340
C 1.548 1.227 1.597
N 0.918 0.258 2.297
C -0.403 0.621 -2.488
C -1.593 2.276 -1.376
H 0.835 -0.953 4.018
P 0.737 -3.177 0.752
H 3.182 2.625 1.531
C -0.876 0.037 -1.291
H -0.595 2.684 -3.339
Eu -0.977 -1.255 2.111
C -0.821 1.984 -2.538
C 3.193 1.420 3.340
H 1.104 1.490 0.634
C 4.377 2.042 3.891
H 1.305 -4.260 1.506
H -2.056 3.234 -1.144
H 0.187 0.110 -3.247
C 1.390 -0.154 3.492
C 2.692 1.834 2.099
C 2.539 0.410 4.045
C -1.651 1.121 -0.559
H -0.758 -0.999 -0.957
H -2.180 0.992 0.393
*
```

Mulliken population analysis, charges in e, atoms 1 to 2:
1 H 0.3683
2 H 0.0277



(3)
The following is a DFT calculation (wB97M-V/def2-TZVPD) of a cluster of 2 separate species, C11H12FN in total.

For the frontier orbital gap, the calculation gives 8.772 eV. As for the LUMO energy: 0.04 eV. The calculation puts the relative energy (zero: lowest compared OMol25 entry of this formula, charge and spin) at 98.8 kcal/mol.

```
! RIJCOSX wB97M-V def2-TZVPD def2/J DEFGRID3
* xyz 0 1
H -0.823 -0.271 -2.362
C 2.446 -0.080 0.882
C -1.809 2.247 1.263
H 3.315 -0.476 -2.185
H -0.807 -1.457 1.678
C -2.280 0.017 2.201
C -0.616 1.738 0.736
C 2.225 -1.012 -2.199
H -2.111 3.304 1.133
H 1.142 0.674 -1.505
H -3.469 1.906 2.343
F 1.202 -1.977 0.529
C -0.360 0.412 0.999
H 2.182 -2.009 -2.076
H -0.149 -1.846 -2.327
C 1.102 -0.329 -1.320
C -0.280 -0.967 -1.705
C 1.464 -0.716 0.108
H 0.108 2.211 0.121
H -3.003 -0.641 2.648
C -1.105 -0.463 1.641
H 1.977 -0.823 -3.236
N 3.121 0.501 1.587
H -0.808 -1.279 -0.806
C -2.661 1.336 1.854
*
```

Mulliken population analysis, charges in e, atoms 1 to 2:
1 H 0.3002
2 C 0.1893



(4)
The following is a DFT calculation (wB97M-V/def2-TZVPD) of a cluster of 2 separate species, C11H12IN2 in total.

For the frontier orbital gap (spin up / spin down), the calculation gives 5.572 / 5.570 eV. As for the LUMO energy (spin up / spin down): -6.22 / -6.22 eV. The calculation puts the relative energy (zero: lowest compared OMol25 entry of this formula, charge and spin) at 107.3 kcal/mol.

```
! RIJCOSX wB97M-V def2-TZVPD def2/J DEFGRID3
* xyz 1 1
N -0.316 -2.827 -2.606
C -2.648 -1.486 -0.105
H 4.413 4.505 -0.507
H -3.193 -2.085 0.553
C 0.237 0.639 0.591
C -0.353 -1.724 0.630
H -3.203 -1.380 -1.023
C 1.533 0.286 0.795
C -0.739 -0.275 0.574
I -4.826 1.293 -0.169
C 1.058 -2.084 0.648
C -1.370 -2.542 -0.326
H -0.841 -2.075 1.604
C -2.926 1.172 0.561
H 0.083 1.695 0.310
N 4.079 4.820 -1.529
H -2.616 2.052 1.079
H 2.967 -1.136 1.171
H -1.579 -3.506 0.185
C 1.965 -1.054 0.876
H 2.169 1.127 0.930
H 3.183 5.185 -1.300
H 4.675 5.393 -2.083
C -2.159 -0.063 0.336
H 1.266 -3.229 0.424
C -0.859 -2.699 -1.619
*
```

Mulliken population analysis, charges in e, atoms 1 to 2:
1 N -0.3806
2 C -0.9314



(5)
The following is a DFT calculation (wB97M-V/def2-TZVPD) of the ion C11H12N with charge +1.

Its SMILES is C=c1c(=C)c(=C)[n+](=C)c(=C)c1=C. For the frontier orbital gap, the calculation gives 7.773 eV. As for the LUMO energy: -4.96 eV. The calculation puts the relative energy (zero: lowest compared OMol25 entry of this formula, charge and spin) at 103.3 kcal/mol.

```
! RIJCOSX wB97M-V def2-TZVPD def2/J DEFGRID3
* xyz 1 1
C 0.237 2.685 0.524
H 2.112 2.329 -0.974
H -2.589 1.943 1.123
C 1.156 0.667 -0.338
N -1.133 -0.588 -0.385
H 0.338 -3.460 1.098
C -2.457 1.090 0.582
H 2.885 0.724 -1.359
H -3.247 0.329 0.519
C -1.213 0.713 0.266
C 2.086 1.266 -0.999
C 0.073 -1.536 0.060
C -0.253 -2.735 0.424
H 3.266 -0.566 0.628
C 1.307 -0.760 0.104
H -0.654 3.383 0.589
C -2.059 -0.993 -1.157
C 0.026 1.441 0.243
H -1.229 -3.294 0.284
H -2.156 -1.991 -1.424
C 2.480 -1.285 0.530
H -2.681 -0.195 -1.494
H 1.198 3.210 0.415
H 2.506 -2.378 0.741
*
```

Mulliken population analysis, charges in e, atoms 1 to 2:
1 C -1.1876
2 H 0.2045



(6)
The following is a DFT calculation (wB97M-V/def2-TZVPD) of a structure of composition C11H12N2PW.

For the frontier orbital gap (spin up / spin down), the calculation gives 6.249 / 5.860 eV. As for the LUMO energy (spin up / spin down): -4.85 / -4.85 eV. The calculation puts the relative energy (zero: lowest compared OMol25 entry of this formula, charge and spin) at 0.0 kcal/mol.

```
! RIJCOSX wB97M-V def2-TZVPD def2/J DEFGRID3
* xyz 1 3
H -1.636 -1.167 -2.741
W 0.132 -1.159 -0.174
C -1.792 -2.036 0.518
H -0.864 3.739 -1.177
H 1.868 2.978 2.077
H -1.288 1.289 -1.331
H 2.243 -3.561 -0.036
H 2.361 -2.383 1.804
H -2.142 -2.000 1.541
C -1.561 -1.639 -1.769
H -0.277 -3.432 -2.179
C -0.837 -2.836 -1.470
C 0.848 1.285 1.242
C -0.934 -3.088 -0.057
C 0.565 3.538 0.443
N 0.059 0.822 0.225
C 0.858 4.948 0.513
C 1.161 2.630 1.324
H -2.856 -0.324 -0.462
H 1.249 0.542 1.937
C -0.593 1.702 -0.594
H 3.353 -1.678 -0.033
H -0.573 -3.950 0.483
C -0.347 3.058 -0.499
N 1.084 6.101 0.565
P 2.105 -2.207 0.407
C -2.184 -1.167 -0.555
*
```

Mulliken population analysis, charges in e, atoms 1 to 2:
1 H 0.3961
2 W 0.7955



Number 1: total energy -96212.3685 eV. Number 2: total energy -43189.4625 eV. Number 3: total energy -15804.6278 eV. Number 4: total energy -22671.3424 eV. Number 5: total energy -13080.0519 eV. Number 6: total energy -25686.1851 eV.